# 1
Formula: C37H37BeCl3O2P2
Source: the OMol25 dataset
Level of theory: ωB97M-V with the def2-TZVPD basis set

As for the gap between HOMO and LUMO: 7.2 eV. Its net charge is 0. As for the HOMO energy: -7.616 eV.

Geometry as XYZ:
```
82
C37H37BeCl3O2P2 ωB97M-V with the def2-TZVPD basis set
Be -0.22 0.33 5.24
C 4.11 -1.98 4.13
C 4.48 -1.79 2.86
C 4.31 -2.83 1.79
C 2.88 -2.90 1.20
C 1.74 -3.17 2.15
C 1.77 -3.84 3.32
C 3.04 -4.37 3.96
C 3.80 -3.29 4.78
C -1.29 1.11 4.22
H 4.00 -1.13 4.78
H 4.82 -0.82 2.52
H 4.61 -3.80 2.18
H 4.99 -2.58 0.97
H 2.70 -1.90 0.73
H 2.87 -3.67 0.41
H 0.81 -2.70 1.84
H 0.87 -4.32 3.67
H 3.71 -4.91 3.27
H 2.70 -5.11 4.70
H 3.21 -3.05 5.68
H 4.73 -3.76 5.13
H -1.59 2.10 4.61
H -2.21 0.53 4.10
H -0.85 1.27 3.23
P -0.19 2.40 -2.38
P -2.87 0.86 -2.18
C -0.36 0.84 -3.28
C -1.59 0.25 -3.31
C 0.45 3.46 -3.79
C 0.97 2.95 -4.99
C 1.46 3.81 -5.98
C 1.38 5.20 -5.81
C 0.80 5.72 -4.64
C 0.32 4.86 -3.65
C 1.31 2.00 -1.41
C 1.09 1.20 -0.26
C 2.17 0.81 0.52
C 3.47 1.23 0.18
C 3.68 2.03 -0.95
C 2.59 2.42 -1.75
C -4.23 0.89 -3.49
C -4.11 1.81 -4.55
C -5.03 1.82 -5.60
C -6.10 0.92 -5.60
C -6.25 0.03 -4.54
C -5.34 0.03 -3.48
C -3.28 -0.67 -1.28
C -4.10 -0.53 -0.13
C -4.47 -1.66 0.59
C -4.01 -2.93 0.20
C -3.18 -3.06 -0.92
C -2.79 -1.93 -1.64
H 0.53 0.41 -3.76
H -1.85 -0.56 -3.99
H 1.01 1.88 -5.16
H 1.90 3.40 -6.89
H 1.77 5.87 -6.58
H 0.72 6.80 -4.51
H -0.14 5.26 -2.75
H 0.08 0.88 -0.02
H 2.01 0.19 1.41
H 4.31 0.94 0.81
H 4.68 2.36 -1.21
H 2.76 3.04 -2.63
H -3.27 2.51 -4.56
H -4.91 2.52 -6.43
H -6.82 0.93 -6.43
H -7.09 -0.67 -4.53
H -5.48 -0.67 -2.65
H -4.43 0.46 0.17
H -5.12 -1.56 1.46
H -4.31 -3.82 0.76
H -2.82 -4.04 -1.23
H -2.11 -2.04 -2.49
Cl 1.82 0.98 9.10
C 1.22 -0.47 8.25
Cl 2.59 -1.49 7.68
Cl 0.08 -1.34 9.31
C 0.52 -0.08 6.93
O 0.94 0.91 6.20
O -0.39 -0.80 6.34
```

Here are the Mulliken charges for atoms 1 to 8, given in e: number 1, Be, carries -0.278; number 2, C, carries -0.357; number 3, C, carries -0.342; number 4, C, carries -0.961; number 5, C, carries -0.112; number 6, C, carries -0.648; number 7, C, carries -0.498; number 8, C, carries -1.004


# 2
Formula: C37H37FN2PPtS3
Source: the OMol25 dataset
Level of theory: ωB97M-V with the def2-TZVPD basis set

As for the gap between HOMO and LUMO (alpha / beta): 4.6 / 4.6 eV. The value obtained for the energy relative to the best compared isomer or geometry (same formula, charge and spin) is 38.57 kcal/mol. Its net charge is +1. As for the HOMO energy (alpha / beta): -9.959 / -9.958 eV.

Geometry as XYZ:
```
82
C37H37FN2PPtS3 ωB97M-V with the def2-TZVPD basis set
Pt 0.07 -0.11 0.39
N 1.20 2.07 0.19
C 2.63 1.98 0.34
C 3.37 3.09 0.71
C 4.75 3.01 0.79
C 5.40 1.82 0.49
C 4.66 0.70 0.15
C 3.27 0.77 0.11
P 2.29 -0.72 -0.27
C 2.94 -2.06 0.78
C 3.84 -1.87 1.82
C 4.29 -2.96 2.55
C 3.83 -4.23 2.26
C 2.91 -4.42 1.24
C 2.46 -3.34 0.50
C 2.97 -1.11 -1.91
C 4.01 -2.03 -2.05
C 4.66 -2.15 -3.27
C 4.28 -1.36 -4.35
C 3.22 -0.47 -4.22
C 2.58 -0.33 -3.00
H 0.96 2.30 -0.78
H 0.82 2.81 0.78
H 2.87 4.03 0.90
H 5.33 3.88 1.08
H 6.48 1.76 0.51
H 5.16 -0.23 -0.07
H 4.18 -0.87 2.08
H 5.02 -2.81 3.34
H 4.19 -5.08 2.82
H 2.55 -5.42 1.01
H 1.74 -3.48 -0.30
H 4.32 -2.65 -1.23
H 5.47 -2.85 -3.38
H 4.80 -1.44 -5.29
H 2.91 0.13 -5.06
H 1.77 0.37 -2.89
S -0.29 -3.99 2.89
C -0.25 -2.59 2.02
S -0.92 -2.42 0.47
S 0.45 -1.17 2.63
C -0.81 2.08 3.16
C -2.23 2.38 2.68
C -2.20 3.50 1.62
C -3.02 1.15 2.23
C -4.04 0.78 3.10
C -4.97 -0.19 2.77
C -4.89 -0.80 1.54
C -3.89 -0.51 0.63
C -3.88 -1.28 -0.68
C -4.99 -0.76 -1.62
C -4.10 -2.78 -0.48
C -2.91 0.48 0.98
N -1.86 0.77 0.07
C -2.13 1.29 -1.16
C -3.22 2.15 -1.40
C -3.43 2.72 -2.64
C -2.57 2.47 -3.70
C -1.47 1.63 -3.49
C -1.28 1.09 -2.25
F -0.19 0.26 -2.04
H -0.34 3.00 3.51
H -0.21 1.66 2.36
H -0.82 1.37 3.98
H -2.76 2.78 3.54
H -1.71 3.17 0.71
H -1.66 4.36 2.02
H -3.21 3.83 1.38
H -4.13 1.29 4.05
H -5.76 -0.44 3.46
H -5.64 -1.54 1.27
H -2.91 -1.15 -1.17
H -5.97 -0.98 -1.19
H -4.91 -1.27 -2.58
H -4.91 0.30 -1.79
H -5.10 -2.99 -0.10
H -3.38 -3.20 0.22
H -3.99 -3.30 -1.44
H -3.88 2.38 -0.57
H -4.28 3.38 -2.79
H -2.74 2.91 -4.67
H -0.78 1.41 -4.29
```

Here are the Mulliken charges for atoms 1 to 8, given in e: number 1, Pt, carries 2.239; number 2, N, carries -0.342; number 3, C, carries 0.023; number 4, C, carries -0.535; number 5, C, carries -0.742; number 6, C, carries -0.910; number 7, C, carries -0.404; number 8, C, carries 0.247


# 3
Formula: C37H37FN5O12
Source: the OMol25 dataset
Level of theory: ωB97M-V with the def2-TZVPD basis set

As for the gap between HOMO and LUMO: 1.3 eV. Its net charge is -1. As for the HOMO energy: -1.147 eV.

Geometry as XYZ:
```
92
C37H37FN5O12 ωB97M-V with the def2-TZVPD basis set
C 0.92 -1.73 9.86
C -0.47 -1.94 9.34
F -1.03 -2.90 10.06
C -0.41 -2.31 7.88
C -0.11 -3.77 7.70
C 0.39 -4.12 6.32
C 1.47 -3.24 5.74
C 0.96 -2.14 4.96
O -0.07 -2.03 4.56
O 1.88 -1.17 4.70
H 1.59 -2.08 9.12
H 1.08 -2.35 10.70
H 1.13 -0.71 10.06
H -1.01 -1.03 9.47
H -1.35 -2.03 7.43
H 0.35 -1.63 7.49
H 0.69 -4.03 8.36
H -0.41 -4.24 5.64
H 0.84 -5.08 6.41
H 2.00 -2.79 6.54
H 2.16 -3.75 5.12
H 2.16 -0.84 5.55
C -1.78 1.70 -0.16
C -1.19 2.83 -0.71
C -0.10 3.40 -0.10
C 0.41 2.83 1.05
C -0.16 1.71 1.62
C -1.26 1.14 1.01
N 1.59 3.46 1.67
O 2.02 4.47 1.15
O 2.09 2.94 2.66
H -2.63 1.24 -0.63
H -1.59 3.25 -1.62
H 0.36 4.28 -0.53
H 0.24 1.28 2.52
H -1.72 0.27 1.45
C 5.13 4.08 5.97
C 5.82 3.29 6.87
C 5.22 2.16 7.39
C 3.95 1.83 6.99
C 3.23 2.62 6.10
C 3.84 3.76 5.58
N 3.36 0.59 7.55
O 4.04 -0.01 8.35
O 2.26 0.24 7.18
H 5.61 4.96 5.56
H 6.82 3.55 7.17
H 5.76 1.54 8.09
H 2.23 2.35 5.80
H 3.31 4.38 4.87
C 1.13 -2.70 -0.96
C 1.00 -3.45 -2.12
C 0.24 -2.98 -3.17
C -0.39 -1.76 -3.04
C -0.28 -1.00 -1.89
C 0.49 -1.48 -0.85
N -1.19 -1.24 -4.15
O -1.29 -1.92 -5.16
O -1.70 -0.15 -4.03
H 1.73 -3.07 -0.14
H 1.50 -4.40 -2.21
H 0.13 -3.56 -4.08
H -0.78 -0.05 -1.80
H 0.58 -0.90 0.06
C -1.62 -0.75 -8.90
C -0.92 -1.74 -8.21
C 0.08 -2.45 -8.86
C 0.35 -2.16 -10.18
C -0.34 -1.19 -10.88
C -1.33 -0.48 -10.23
N 1.42 -2.91 -10.87
O 2.00 -3.77 -10.24
O 1.66 -2.62 -12.02
H -2.39 -0.19 -8.39
H -1.15 -1.94 -7.17
H 0.62 -3.22 -8.34
H -0.11 -0.99 -11.91
H -1.88 0.28 -10.76
C -3.98 1.41 -5.75
C -5.18 1.15 -6.39
C -5.79 2.13 -7.15
C -5.18 3.35 -7.28
C -3.98 3.64 -6.66
C -3.38 2.65 -5.89
N -5.81 4.39 -8.11
O -6.87 4.12 -8.64
O -5.23 5.45 -8.23
H -3.50 0.65 -5.16
H -5.65 0.18 -6.28
H -6.73 1.93 -7.65
H -3.52 4.60 -6.76
H -2.44 2.86 -5.39
```

Here are the Mulliken charges for atoms 1 to 8, given in e: number 1, C, carries -1.141; number 2, C, carries 0.253; number 3, F, carries -0.304; number 4, C, carries 0.167; number 5, C, carries -0.988; number 6, C, carries -0.883; number 7, C, carries -0.391; number 8, C, carries 0.518


# 4
Formula: C37H37N5O2OsP2Te
Source: the OMol25 dataset
Level of theory: ωB97M-V with the def2-TZVPD basis set

As for the gap between HOMO and LUMO (alpha / beta): 5.6 / 5.4 eV. The value obtained for the energy relative to the best compared isomer or geometry (same formula, charge and spin) is 69.25 kcal/mol. Its net charge is +2. As for the HOMO energy (alpha / beta): -13.260 / -13.264 eV.

Geometry as XYZ:
```
85
C37H37N5O2OsP2Te ωB97M-V with the def2-TZVPD basis set
Os -0.17 0.14 -0.01
Te 4.13 0.67 -0.30
C 5.56 0.41 1.26
C 5.42 1.10 2.47
C 6.42 0.95 3.42
N 7.50 0.21 3.24
C 7.62 -0.43 2.09
C 6.68 -0.37 1.07
C 2.46 0.35 1.04
P 1.20 1.62 1.08
C 1.79 3.13 0.37
C 1.94 3.21 -1.02
C 2.57 4.29 -1.59
C 3.06 5.31 -0.78
C 2.87 5.26 0.59
C 2.24 4.18 1.17
C 0.75 2.03 2.77
C -0.44 2.72 2.99
C -0.79 3.08 4.28
C 0.03 2.74 5.34
C 1.21 2.04 5.12
C 1.58 1.69 3.84
P 1.51 -1.15 0.77
C 0.85 -1.87 2.30
C -0.35 -2.57 2.27
C -0.81 -3.20 3.41
C -0.08 -3.13 4.59
C 1.13 -2.45 4.61
C 1.60 -1.83 3.47
C 2.49 -2.49 0.11
C 1.97 -3.35 -0.84
C 2.72 -4.44 -1.26
C 3.98 -4.65 -0.74
C 4.50 -3.78 0.22
C 3.76 -2.70 0.64
H 4.57 1.74 2.66
H 6.35 1.47 4.36
H 8.52 -1.03 1.98
H 6.85 -0.93 0.15
H 1.50 2.45 -1.65
H 2.67 4.35 -2.67
H 3.57 6.15 -1.23
H 3.21 6.08 1.21
H 2.09 4.15 2.24
H -1.09 2.99 2.17
H -1.70 3.63 4.46
H -0.24 3.02 6.35
H 1.85 1.78 5.96
H 2.52 1.18 3.66
H -0.92 -2.64 1.35
H -1.73 -3.76 3.38
H -0.44 -3.61 5.48
H 1.71 -2.40 5.53
H 2.56 -1.33 3.49
H 0.97 -3.20 -1.23
H 2.31 -5.12 -2.00
H 4.56 -5.50 -1.06
H 5.48 -3.96 0.63
H 4.17 -2.04 1.40
C -3.32 -1.72 -4.38
C -2.03 -2.32 -4.91
C -1.50 -3.41 -3.99
C -0.98 -1.25 -5.20
N -0.56 -0.56 -3.98
C 0.32 -0.92 -3.05
N 0.32 0.01 -2.10
N -0.61 0.92 -2.50
N -1.14 0.59 -3.59
H -4.09 -2.49 -4.31
H -3.70 -0.93 -5.02
H -3.18 -1.31 -3.38
H -2.23 -2.77 -5.89
H -1.41 -3.05 -2.96
H -0.54 -3.80 -4.31
H -2.19 -4.25 -3.96
H -1.36 -0.47 -5.85
H -0.08 -1.67 -5.65
H 0.96 -1.79 -3.11
C -3.66 -1.05 1.45
C -2.35 -0.66 0.89
O -1.90 -1.11 -0.22
O -1.57 0.14 1.49
H -4.41 -1.07 0.65
H -3.96 -0.38 2.25
H -3.57 -2.07 1.84
```

Here are the Mulliken charges for atoms 1 to 8, given in e: number 1, Os, carries 1.961; number 2, Te, carries 0.503; number 3, C, carries 0.294; number 4, C, carries -0.065; number 5, C, carries -0.590; number 6, N, carries -0.544; number 7, C, carries -0.407; number 8, C, carries -0.397


# 5
Formula: C37H38BrFeN5O7P
Source: the OMol25 dataset
Level of theory: ωB97M-V with the def2-TZVPD basis set

As for the gap between HOMO and LUMO (alpha / beta): 7.0 / 6.8 eV. The value obtained for the energy relative to the best compared isomer or geometry (same formula, charge and spin) is 9.10 kcal/mol. The spin multiplicity is 5. Its net charge is -1. As for the HOMO energy (alpha / beta): -4.796 / -4.593 eV.

Geometry as XYZ:
```
90
C37H38BrFeN5O7P ωB97M-V with the def2-TZVPD basis set
Fe -0.12 0.23 0.02
O -4.16 -0.71 2.18
C -3.75 -1.84 2.79
C -4.55 -2.35 3.81
C -4.16 -3.49 4.49
C -2.98 -4.15 4.16
C -2.20 -3.65 3.13
C -2.56 -2.50 2.43
C -1.69 -1.96 1.35
O -1.95 -0.79 0.89
N -0.70 -2.72 0.94
N 0.01 -2.03 -0.02
C 0.60 -2.71 -0.91
C 1.23 -2.01 -2.04
C 2.01 -2.68 -2.98
C 2.51 -1.96 -4.05
C 2.20 -0.61 -4.16
C 1.40 -0.04 -3.18
N 0.93 -0.72 -2.15
H -3.43 -0.47 1.54
H -5.46 -1.82 4.06
H -4.79 -3.87 5.29
H -2.68 -5.04 4.69
H -1.28 -4.14 2.84
H 0.61 -3.80 -0.88
H 2.23 -3.73 -2.85
H 3.12 -2.45 -4.80
H 2.54 -0.02 -5.00
H 1.10 1.00 -3.24
Br 5.46 -4.07 1.99
C 4.34 -2.62 1.47
C 4.66 -1.88 0.32
C 3.88 -0.83 -0.07
C 2.70 -0.45 0.65
O 1.98 0.53 0.26
C 2.40 -1.23 1.82
C 1.28 -0.91 2.65
N 0.40 -0.04 2.30
C -0.63 0.39 3.14
C -1.02 -0.13 4.34
C -2.12 0.40 5.05
C -2.83 1.45 4.54
C -2.46 2.03 3.30
C -3.16 3.09 2.69
C -2.75 3.57 1.49
C -1.61 2.99 0.88
N -0.94 2.00 1.41
C -1.36 1.51 2.60
C 3.24 -2.29 2.21
H 5.54 -2.15 -0.26
H 4.11 -0.26 -0.96
H 1.23 -1.41 3.63
H -0.51 -1.00 4.74
H -2.42 -0.05 5.98
H -3.69 1.85 5.07
H -4.04 3.49 3.18
H -3.27 4.36 0.98
H -1.27 3.34 -0.09
H 2.99 -2.85 3.10
C -2.25 5.29 -2.11
C -1.91 4.07 -2.96
C -2.49 4.20 -4.36
C -0.41 3.85 -3.02
O -2.58 2.98 -2.31
P -2.12 1.45 -2.53
O -1.68 1.22 -3.93
O -1.15 1.10 -1.44
O -3.53 0.77 -2.19
C -3.91 -0.52 -2.71
C -5.01 -0.99 -1.78
C -2.73 -1.48 -2.69
C -4.43 -0.32 -4.13
H -1.90 6.20 -2.61
H -1.77 5.23 -1.14
H -3.33 5.36 -1.97
H -1.94 4.96 -4.93
H -3.54 4.49 -4.31
H -2.41 3.24 -4.87
H 0.06 4.75 -3.44
H -0.17 3.00 -3.65
H 0.01 3.67 -2.03
H -4.63 -1.12 -0.77
H -5.41 -1.95 -2.12
H -5.82 -0.26 -1.76
H -2.30 -1.52 -1.69
H -1.96 -1.18 -3.40
H -3.09 -2.48 -2.95
H -5.30 0.34 -4.12
H -4.73 -1.28 -4.55
H -3.65 0.12 -4.75
```

Here are the Mulliken charges for atoms 1 to 8, given in e: number 1, Fe, carries 2.236; number 2, O, carries -0.772; number 3, C, carries 0.496; number 4, C, carries -0.626; number 5, C, carries -0.347; number 6, C, carries -0.845; number 7, C, carries -0.940; number 8, C, carries 0.357


M list, top to bottom, in g/mol: 691.0, 851.0, 762.7, 963.5, 831.5
Calculated total energy list, top to bottom, in Eh: -3660.58048, -3296.50948, -2708.10985, -2897.20766, -6412.63222